{
  "formula": "C5H9NO2",
  "method": "wB97M-V/def2-TZVPD",
  "elements": ["H", "C", "O", "H", "C", "C", "H", "N", "H", "H", "C", "C", "H", "O", "H", "H", "H"],
  "coordinates": [[-1.09750, 1.07318, -0.84247], [-0.75850, -1.96644, -0.09026], [0.91591, -0.98404, -2.87132], [1.05155, 0.71824, 2.24444], [-1.47126, 1.23157, 0.14340], [0.62663, 1.01410, 1.25673], [-1.28296, 1.18719, 2.19924], [0.94000, -0.91007, -1.63430], [0.88683, 2.07489, 1.05403], [-0.54127, -2.98434, -0.08175], [-0.85999, 1.05752, 1.29248], [0.08449, -1.19170, -0.71567], [-2.50832, 1.24001, 0.14621], [2.17909, -0.47237, -1.09831], [0.98883, 0.45932, 0.49589], [2.57116, 0.06586, -1.77772], [-1.72470, -1.61292, 0.27939]],
  "e_above_lowest_kcal_mol": 175.3,
  "total_charge": 0,
  "homo_energy_ev": -9.1,
  "smiles": "C=C=[N+]([O-])O.C=CC",
  "homo_lumo_gap_ev": 9.70
}

=====

{
  "formula": "C26H52AlF5N7O11",
  "method": "wB97M-V/def2-TZVPD",
  "elements": ["H", "C", "C", "N", "H", "H", "H", "H", "H", "H", "C", "H", "O", "H", "O", "F", "H", "H", "C", "H", "O", "H", "C", "H", "H", "C", "H", "H", "N", "N", "H", "N", "N", "C", "H", "C", "H", "C", "C", "H", "C", "H", "H", "H", "H", "O", "C", "H", "O", "H", "H", "O", "C", "C", "C", "H", "H", "H", "H", "O", "F", "H", "H", "F", "C", "C", "H", "F", "N", "H", "H", "H", "H", "H", "H", "C", "C", "H", "H", "H", "F", "C", "H", "C", "C", "O", "C", "H", "O", "C", "C", "Al", "H", "O", "H", "H", "O", "H", "N", "H", "H", "C"],
  "coordinates": [[-6.53017, -0.57467, -8.22390], [4.43362, 2.56714, -9.30465], [0.27100, 1.34642, -2.96387], [-0.79315, 0.74903, -2.18801], [4.58346, 1.26992, -10.99071], [-1.87145, 0.66514, -8.06840], [-2.92558, -0.68884, -4.34140], [4.20808, -4.25093, 10.44199], [4.65880, 2.99314, -11.39177], [-5.67041, 0.15827, -9.59873], [-1.87570, 0.06055, -2.64127], [1.45342, 1.66468, -9.31591], [0.04784, 2.03898, 6.13005], [1.18491, -4.26169, 9.13713], [3.67484, 1.81644, -8.70598], [1.29063, 1.43360, 0.48044], [1.22892, -6.63173, 8.45910], [6.53639, 4.88184, -8.59648], [1.26396, 2.70485, 5.98735], [-1.56430, -3.55484, 6.14498], [-1.49715, 2.59496, -9.41138], [-5.94858, 2.23138, -6.35469], [-2.01844, -0.12290, -4.12890], [-5.08213, 2.96976, -7.74018], [-4.09357, -0.58132, -7.85533], [0.17195, 0.59005, 5.83122], [0.79458, -0.52217, -8.81649], [0.13699, 1.19562, -4.03279], [-0.96935, 0.60591, -8.52416], [4.19420, -3.24130, 10.46808], [-4.69952, 0.37112, 6.36028], [-4.67934, 0.23874, -7.78455], [0.49704, -4.69901, 8.53627], [2.81491, -1.22428, 10.71103], [-2.09456, 0.84601, -4.61859], [-3.17298, 1.36611, 5.07273], [-0.75845, 0.83551, -1.17898], [-5.91343, 0.26989, -8.53961], [-4.13919, 0.12691, 5.38126], [-2.05803, 2.24887, 3.32655], [-0.11933, -3.82371, 7.69299], [-1.98430, -4.81133, 7.31985], [6.06414, 2.17461, -10.63713], [-0.71061, -1.44560, -8.59469], [-2.95475, 0.63195, 2.96881], [-0.81492, 0.68008, 0.93938], [-2.29106, 1.19683, 3.73065], [0.69371, 0.83927, -10.71474], [0.18290, -2.63842, 7.71711], [1.21714, 0.89946, -2.64954], [-0.71587, -5.10879, 6.08612], [-3.61722, -2.31401, 4.72776], [2.95109, -2.72106, 10.65638], [-0.68795, 1.67832, -9.30994], [5.44490, -2.53123, 10.30762], [-3.38256, -1.96332, 3.83865], [3.14737, -0.78320, 9.76878], [1.26166, 0.21238, 5.90020], [5.87400, -2.80608, 9.34146], [-3.10566, 1.01208, -6.38851], [1.60979, -1.70857, 3.63936], [-0.02869, -6.33638, 9.68430], [-6.46416, 1.19520, -8.39073], [2.27837, 2.27855, 6.87729], [0.28209, -6.12280, 8.65832], [-1.16316, -4.36645, 6.75227], [0.71533, 2.60806, -10.62019], [1.73770, 2.74070, 4.63681], [0.82436, 0.50036, 2.69779], [1.76851, -0.96023, 10.86483], [0.04326, -0.62569, -7.20685], [-4.44228, 3.12606, -6.09656], [-0.47564, -6.48611, 7.96799], [-0.91976, -1.48275, 4.03106], [-4.95828, -0.03629, 4.58971], [0.32707, 0.85586, 1.37831], [4.97397, 2.23606, -10.66999], [0.29344, 2.41737, -2.74812], [6.06948, 4.48820, -10.26733], [4.41291, 3.89770, -7.82327], [1.02188, 4.08063, 6.31626], [-0.15057, -0.56147, -8.27997], [-3.86497, 2.27278, 4.88806], [5.69540, 4.75464, -9.28189], [-4.17534, 1.19552, -6.95917], [-2.55855, -1.42766, 6.57935], [0.63119, 1.69188, -10.03418], [6.12393, -2.84805, 11.10292], [2.29220, -1.02668, 1.57885], [-4.96892, 2.46032, -6.78061], [-3.34850, -1.24486, 5.63321], [-0.58855, 0.09237, 3.95800], [5.14172, 5.69415, -9.34547], [1.98583, -3.46631, 10.77489], [-2.52963, 1.53799, 6.00395], [3.39881, -0.82471, 11.54385], [-2.69649, -0.38731, -1.84869], [5.31490, -1.45287, 10.35153], [4.81424, 3.74363, -8.73767], [-1.16359, -0.68036, -4.52064], [-0.41831, 0.05429, 6.66394], [1.61625, -0.74212, 2.58553]],
  "total_charge": -1,
  "homo_energy_ev": -5.4,
  "homo_lumo_gap_ev": 7.11
}

=====

{
  "formula": "C5H14N2",
  "method": "wB97M-V/def2-TZVPD",
  "elements": ["H", "N", "H", "H", "H", "H", "H", "H", "H", "N", "C", "H", "H", "H", "H", "C", "H", "H", "C", "C", "C"],
  "coordinates": [[-2.28432, 0.73168, 0.23180], [-0.01109, -0.43132, 0.12398], [1.86289, 0.11974, 2.23759], [2.19887, -1.38908, 1.38960], [-2.68409, -1.43627, -1.71236], [-0.36910, -0.25109, -1.89055], [-3.08228, 0.79822, -1.22442], [1.83399, 0.24607, -0.78754], [-0.07370, -1.03302, 0.93114], [-2.81924, 0.20263, -0.44814], [-2.12082, -1.01658, -0.87905], [1.99675, 2.20396, 0.80288], [-0.25587, -1.94011, -1.34934], [-2.36055, -1.70995, -0.06385], [3.18030, 0.11407, 1.07599], [1.30352, 0.19915, 0.16691], [0.78171, 2.30899, -0.44084], [0.25990, 1.77426, 1.17619], [2.19730, -0.30507, 1.28659], [-0.62270, -0.93883, -1.07922], [1.06853, 1.75255, 0.45262]],
  "e_above_lowest_kcal_mol": 22.0,
  "total_charge": 0,
  "homo_energy_ev": -8.4,
  "smiles": "CC(C)NCCN",
  "homo_lumo_gap_ev": 9.54
}

=====

{
  "formula": "C31H30N4O4RuS2Se",
  "method": "wB97M-V/def2-TZVPD",
  "elements": ["H", "H", "C", "Se", "N", "O", "C", "H", "Ru", "H", "H", "S", "C", "H", "C", "C", "C", "H", "H", "C", "C", "O", "H", "H", "C", "C", "H", "C", "H", "C", "H", "C", "C", "H", "C", "C", "H", "H", "C", "O", "H", "H", "H", "N", "C", "H", "O", "H", "C", "C", "C", "H", "H", "N", "H", "C", "H", "C", "C", "H", "C", "S", "H", "C", "N", "C", "C", "C", "C", "C", "H", "H", "H"],
  "coordinates": [[2.92237, -2.27129, -3.33562], [-5.42470, -3.03953, 1.37026], [-4.61766, -1.02523, 1.73912], [-0.07047, -1.88274, 1.80358], [-0.00467, 0.80605, 2.66037], [-0.93557, 0.73238, 5.01000], [0.79944, -2.49544, -3.63282], [2.65838, -0.69541, -1.38577], [0.36387, -0.05109, 0.52229], [-3.26409, 2.29022, -2.40768], [-1.56594, -1.00850, -1.73661], [-1.20681, 1.34512, 3.72352], [1.39039, -3.02084, 1.49915], [-4.62856, 0.68251, 0.38506], [2.63819, 3.88812, -1.99271], [-0.43393, -1.96211, -3.25944], [2.81109, 1.89824, 0.86335], [-2.50148, 3.89163, -2.54129], [-4.74476, -2.26008, 3.54569], [1.66540, 2.59958, 3.29590], [1.01795, -3.36536, -4.76810], [-1.33475, 2.76286, 3.51913], [3.66255, 3.53012, -1.94099], [0.04792, -4.60421, -6.06131], [1.45480, -3.93932, 0.41025], [-5.49339, -2.00142, 0.95980], [-1.37665, -2.10221, -3.79111], [1.55613, 2.97632, -1.93283], [-3.05660, -0.82649, 4.81058], [0.01405, 4.82727, -2.11142], [1.81056, -2.75382, 3.54075], [0.27303, 3.46079, -2.05614], [1.81071, -1.14798, -1.87924], [3.23696, 4.17645, 3.45214], [2.07692, -3.39275, 2.67813], [2.91160, -4.49292, 2.72233], [0.94472, 6.84382, -1.83856], [-1.03362, -3.90893, -4.85365], [-0.51655, -1.23423, -2.06033], [2.16170, -3.56563, -5.21803], [0.95188, -3.84137, -0.53393], [3.03679, 1.64150, -0.14727], [-6.57806, -1.77082, 0.91777], [1.77915, 1.14792, 1.35265], [2.79179, 3.27773, 2.88153], [3.60768, -6.24870, 1.67134], [-0.66360, 1.60116, -0.42814], [2.24951, -5.82854, -0.26349], [-2.51399, 2.96109, -1.96734], [1.09848, 5.75240, -2.03592], [-2.68167, 0.49092, 3.11701], [-2.61076, 1.66127, 1.26598], [4.28759, 3.35832, 1.31206], [-0.09173, -3.90015, -5.33993], [-5.12217, -2.10894, -0.07862], [1.06869, 1.57934, 2.48179], [-1.05529, 5.20240, -2.13359], [3.43251, 2.83725, 1.67379], [-4.25947, -1.38171, 3.07416], [-2.80083, 3.19270, -0.91473], [1.95592, -1.94369, -3.00258], [-0.88365, 2.07873, -1.95147], [1.73129, 1.93578, -1.83352], [-4.14164, 0.21717, 1.21124], [0.56338, -0.83073, -1.39016], [2.96555, -5.37820, 1.63161], [2.17375, -5.13978, 0.53851], [2.37027, 5.31585, -2.07319], [-3.09284, 0.84094, 1.85159], [-3.30935, -0.60502, 3.76432], [3.48221, -4.68881, 3.64043], [1.12287, 2.84854, 4.24044], [3.11721, 6.06147, -2.24014]],
  "e_above_lowest_kcal_mol": 94.2,
  "total_charge": 1,
  "spin_multiplicity": 6,
  "homo_energy_ev": [-7.8, -10.1],
  "homo_lumo_gap_ev": [4.30, 2.48]
}

=====

So what do the calculations give for E? Going down the list: -400.8974, -2974.7526, -308.3881, -5011.4667 hartree.
So what do the calculations give for F_max? Going down the list: 4.3, 4.5, 2.5, 3.3 eV Å⁻¹.